1.
A cluster of 2 separate species, C6H13P in total at a distorted geometry. Source: OMol25; level of theory: ωB97M-V/def2-TZVPD.

⟨S²⟩ ... 2.006
2S+1 ... 3
Charge ... 0
Kohn-Sham gap (spin up / spin down) ... 7.66 / 6.74 eV
HOMO (spin up / spin down) ... -6.6 / -9.4 eV

Cartesian coordinates (Å):
C -1.422 -2.190 1.718
C 1.173 1.752 0.257
C 1.649 -0.393 -0.828
C -0.929 0.879 -1.595
C 0.767 0.333 0.111
C -0.627 0.248 -0.474
P -3.024 -1.950 1.447
H -1.162 -3.139 2.231
H -0.607 -1.459 1.369
H 0.692 2.204 1.063
H 1.043 2.296 -0.675
H 2.238 1.689 0.463
H 2.531 -0.258 -0.240
H 1.597 0.183 -1.750
H 1.388 -1.382 -1.100
H -2.909 -0.607 0.905
H -0.120 1.468 -2.018
H -1.898 1.003 -2.015
H 0.896 -0.144 1.240
H -1.275 -0.535 -0.109

=====

2.
A cluster of 2 separate species, C6H14 in total. Source: OMol25; level of theory: ωB97M-V/def2-TZVPD.

Charge ... 0
Kohn-Sham gap ... 9.75 eV
HOMO ... -8.6 eV

Cartesian coordinates (Å):
C 2.604 0.032 -0.411
C 1.270 -0.671 -0.405
C 0.078 -0.068 -0.336
C -0.048 1.431 -0.315
C -1.195 -0.897 -0.341
C -2.443 -0.344 0.358
H 2.766 0.629 0.499
H 3.424 -0.689 -0.470
H 2.697 0.719 -1.261
H 1.287 -1.761 -0.388
H 0.514 -0.302 1.648
H 0.040 0.036 2.126
H -0.888 1.785 0.292
H 0.855 1.917 0.066
H -0.208 1.776 -1.342
H -0.974 -1.888 0.077
H -1.431 -1.060 -1.399
H -2.776 0.608 -0.067
H -3.268 -1.054 0.234
H -2.304 -0.199 1.435

=====

3.
A cluster of 2 separate species, C6H14 in total. Source: OMol25; level of theory: ωB97M-V/def2-TZVPD.

Charge ... 0
Kohn-Sham gap ... 10.05 eV
HOMO ... -8.9 eV

Cartesian coordinates (Å):
C 2.520 -0.076 -0.502
C 1.104 -0.537 -0.718
C -0.022 0.153 -0.509
C -0.059 1.568 0.011
C -1.365 -0.469 -0.818
C -2.318 -0.533 0.380
H 2.601 0.714 0.250
H 3.148 -0.911 -0.174
H 2.956 0.305 -1.435
H 1.005 -1.549 -1.114
H 0.762 -0.766 2.850
H 0.670 -0.692 2.115
H -0.554 1.618 0.990
H 0.936 2.003 0.119
H -0.633 2.212 -0.668
H -1.206 -1.482 -1.208
H -1.849 0.103 -1.623
H -2.615 0.466 0.717
H -3.232 -1.076 0.115
H -1.850 -1.051 1.225

=====

4.
A cluster of 2 separate species, C6H14 in total at a distorted geometry. Source: OMol25; level of theory: ωB97M-V/def2-TZVPD.

Charge ... 0
Kohn-Sham gap ... 10.12 eV
HOMO ... -8.9 eV

Cartesian coordinates (Å):
C 2.779 0.275 -0.244
C 1.379 -0.269 -0.528
C 0.304 0.505 0.239
C -1.149 0.193 -0.052
C -2.105 0.485 1.078
C -1.593 -0.231 -1.236
H 2.857 1.328 -0.540
H 3.545 -0.282 -0.794
H 3.025 0.212 0.823
H 1.185 -0.215 -1.605
H 1.333 -1.331 -0.253
H 0.395 1.574 0.011
H 0.511 0.408 1.316
H -0.784 -1.840 0.920
H -3.031 -0.095 1.005
H -1.676 0.311 2.074
H -2.358 1.546 1.006
H -2.649 -0.438 -1.388
H -0.919 -0.445 -2.059
H -1.047 -1.693 0.224

=====

5.
A cluster of 2 separate species, C6H14 in total at a distorted geometry. Source: OMol25; level of theory: ωB97M-V/def2-TZVPD.

Charge ... 0
Kohn-Sham gap ... 10.55 eV
HOMO ... -9.6 eV

Cartesian coordinates (Å):
C 2.502 -0.982 -0.363
C 2.104 -2.405 -0.686
C 1.405 -2.475 -2.044
H 3.556 -0.800 -0.634
H 2.603 -0.814 0.711
H 2.003 -0.190 -0.912
H 1.427 -2.770 0.095
H 2.881 -3.172 -0.687
H 1.946 -1.908 -2.800
H 1.184 -3.486 -2.398
H 0.389 -2.060 -2.044
C -1.498 2.014 1.812
C -2.567 2.159 0.713
C -3.641 2.879 1.008
H -1.198 3.011 2.135
H -1.979 1.403 2.569
H -0.545 1.629 1.446
H -2.430 1.552 -0.172
H -4.387 3.105 0.256
H -3.752 3.312 1.994

=====

6.
The ion C6H14BrN2 with charge +1 at a distorted geometry. Source: OMol25; level of theory: ωB97M-V/def2-TZVPD.

Charge ... +1
Kohn-Sham gap ... 8.93 eV
HOMO ... -12.9 eV

Cartesian coordinates (Å):
C 0.620 0.197 -1.626
C 1.994 -0.263 -1.349
C 0.692 -0.083 0.671
C 0.309 0.577 1.970
C -2.467 -0.630 0.117
C -1.604 0.525 -0.401
N -0.111 0.242 -0.430
N 2.147 -0.132 0.221
Br 0.532 -2.374 1.196
H 0.437 1.235 -2.071
H 0.001 -0.540 -2.167
H 2.053 -1.297 -1.744
H 2.835 0.267 -1.808
H 0.390 -0.017 2.884
H -0.743 0.863 1.864
H 0.950 1.568 2.247
H -2.794 -0.479 1.155
H -3.475 -0.549 -0.465
H -1.968 -1.670 0.153
H -1.825 0.570 -1.484
H -1.836 1.470 0.239
H 2.410 -1.086 0.342
H 2.724 0.674 0.522

=====

Energy above the lowest of the compared OMol25 structures with the same formula, charge and spin for the records above, in order: 36.62 46.30 34.91 51.64 40.25 47.62 kcal/mol